# 1
Molecular formula: C5H7N
Method: DFT, ωB97M-V with the def2-TZVPD basis set

The geometry in XYZ format:
```
13
Properties=species:S:1:pos:R:3
C -1.24038 -0.69772 -1.08367
C -0.30077 -1.68964 -0.25977
C 0.87289 0.85822 -0.67088
C 0.06507 0.94548 0.52550
C -0.10780 -0.24897 -0.39238
N -2.37760 0.89352 0.70323
H -0.68946 -2.07801 0.60534
H 0.35364 -2.46223 -0.91293
H 0.74252 1.47792 -1.52946
H 1.95190 0.59898 -0.56609
H 0.36071 0.67298 1.55868
H -0.84152 1.63407 0.55010
H -2.54778 0.97995 -0.32103
```

Computed properties:
energy	-249.0839	hartree
orbital gap (spin up / spin down)	8.0072 / 8.0462	eV
HOMO level (spin up / spin down)	-9.03 / -9.06	eV
max |F|	4.5	eV Å⁻¹

---

# 2
Molecular formula: C5H7N
Method: DFT, ωB97M-V with the def2-TZVPD basis set

The geometry in XYZ format:
```
13
Properties=species:S:1:pos:R:3
C 1.73516 0.86838 0.48353
N 0.41609 0.27828 0.02029
C -0.59505 0.37411 -1.20318
C -1.60589 -0.50192 -0.96869
C -1.34642 -1.12284 0.30801
C -0.16016 -0.65912 0.83517
H 1.62897 1.87404 0.91715
H 2.42642 0.92564 -0.35639
H 2.24848 0.26041 1.26736
H -0.79209 1.16087 -1.96084
H -2.23250 -0.59583 -1.90162
H -1.98519 -1.84759 0.76892
H 0.30105 -0.98849 1.78529
```

Computed properties:
energy	-249.4003	hartree
orbital gap	9.0656	eV
SMILES string	Cn1cccc1
HOMO level	-8.03	eV
max |F|	3.0	eV Å⁻¹

---

# 3
Molecular formula: C5H7N
Method: DFT, ωB97M-V with the def2-TZVPD basis set

The geometry in XYZ format:
```
13
Properties=species:S:1:pos:R:3
C -0.44522 -1.59280 -0.11806
C 0.72348 -1.33645 0.53561
N 0.91302 0.02165 0.56260
C -0.20670 0.64915 0.02732
C -1.02229 -0.34566 -0.45529
C -0.10110 2.01448 -0.59964
H -0.61444 -2.58580 -0.48408
H 1.54686 -1.97886 0.80965
H 1.40582 0.49293 1.30718
H -1.96157 -0.14584 -0.94739
H -0.36235 2.89890 0.00176
H -0.66547 2.06866 -1.52239
H 0.94980 2.20864 -0.83709
```

Computed properties:
energy	-249.4511	hartree
orbital gap	9.1598	eV
SMILES string	Cc1ccc[nH]1
HOMO level	-8.07	eV
max |F|	1.5	eV Å⁻¹

---

# 4
Molecular formula: C5H7N
Method: DFT, ωB97M-V with the def2-TZVPD basis set

The geometry in XYZ format:
```
13
Properties=species:S:1:pos:R:3
C 1.86811 -0.56408 -0.23194
C 1.67711 1.73206 -0.31788
C 2.07805 0.65731 0.30196
C -1.10059 -1.85032 0.12812
C -0.75656 -0.77953 0.78965
N 1.90993 -1.65199 -0.59319
H 1.67314 2.75680 0.05167
H 1.11104 1.53949 -1.21952
H 2.64067 0.78538 1.24932
H -1.55814 -1.59145 -0.84360
H -0.83525 -2.84496 0.43421
H -0.85656 0.34218 0.61233
H -0.19264 -0.98151 1.69648
```

Computed properties:
energy	-249.3675	hartree
orbital gap	10.1462	eV
SMILES string	C=CC#N.C=C
HOMO level	-9.81	eV
max |F|	4.4	eV Å⁻¹

---

# 5
Molecular formula: C5H7N2
Method: DFT, ωB97M-V with the def2-TZVPD basis set

The geometry in XYZ format:
```
14
Properties=species:S:1:pos:R:3
C -1.89838 -0.39330 0.19313
C -1.38384 0.91971 -0.17032
C -0.97344 -1.40821 0.11943
C 1.18429 -0.42143 -0.14414
C -0.10166 1.32955 0.16445
N 0.33809 -1.27169 -0.16040
N 2.36648 -0.01525 0.14284
H -2.85648 -0.81901 0.07634
H -1.97469 1.35402 -0.91909
H -1.38712 -2.39380 0.23794
H 0.33956 2.15289 -0.50389
H 0.42796 0.93556 0.97523
H 2.79453 0.62564 -0.49941
H 3.12469 -0.59468 0.48788
```

Computed properties:
energy	-303.8563	hartree
total charge	+1
orbital gap	9.1685	eV
SMILES string	C=C/C=C\[N+]#CN
HOMO level	-14.00	eV
max |F|	4.2	eV Å⁻¹

---

# 6
Molecular formula: C5H7N2O2S
Method: DFT, ωB97M-V with the def2-TZVPD basis set

The geometry in XYZ format:
```
17
Properties=species:S:1:pos:R:3
C -1.91992 -2.01902 -1.96926
C -0.93921 -1.61954 -1.12462
C -2.82328 -0.75963 -0.49330
C 2.72594 1.42929 1.43217
C 2.35770 2.64733 1.16626
N -3.10665 -1.43322 -1.55377
N -1.53784 -0.90061 -0.13143
O 1.84817 -0.52124 -0.06820
O 0.13107 0.66105 1.24997
S 1.41836 -0.00900 1.27548
H -1.82847 -2.61378 -2.85021
H 0.12521 -1.52334 -1.12357
H 3.72530 1.08136 1.86502
H 1.32386 2.57080 0.73099
H -3.69567 -0.32289 0.00354
H 3.06337 3.56609 1.25701
H -0.86795 -0.23365 0.33393
```

Computed properties:
energy	-852.9017	hartree
total charge	-1
orbital gap	7.7939	eV
HOMO level	-4.05	eV
max |F|	4.4	eV Å⁻¹

---

# 7
Molecular formula: C5H7N2O4P
Method: DFT, ωB97M-V with the def2-TZVPD basis set

The geometry in XYZ format:
```
19
Properties=species:S:1:pos:R:3
C 3.29366 1.00087 0.09545
C 1.92032 1.04421 -0.20276
C 3.57958 -0.31398 0.34402
C 1.47363 -0.25644 -0.11463
C 0.15097 -0.80859 -0.32423
N -3.04369 -1.26957 -0.36043
N -2.77507 1.35416 0.17630
O -0.15294 -1.96962 -0.25337
O -0.75260 0.13272 -0.71799
O 2.49491 -1.07316 0.21798
O -1.46273 -0.45245 1.61179
P -2.03267 -0.12360 0.31922
H 3.97700 1.82427 0.12244
H 1.32669 1.89909 -0.44997
H 4.49725 -0.80352 0.60868
H -3.25511 -1.11535 -1.33585
H -2.66230 -2.19809 -0.21401
H -3.15240 1.65631 1.06090
H -3.42449 1.47273 -0.58353
```

Computed properties:
energy	-946.6511	hartree
orbital gap	9.7138	eV
HOMO level	-9.19	eV
max |F|	1.7	eV Å⁻¹

---

# 8
Molecular formula: C5H7N2S
Method: DFT, ωB97M-V with the def2-TZVPD basis set

The geometry in XYZ format:
```
15
Properties=species:S:1:pos:R:3
C 0.15184 -1.22492 1.01175
C 2.15757 0.91825 -0.16280
C 1.23784 -0.43311 1.65786
C -0.05642 1.31834 -1.14486
C -0.60034 -0.21575 -1.12050
N 1.20630 1.23496 -0.75553
N -0.51231 -1.12282 -0.03096
S 2.88449 -0.07789 0.88459
H -0.27020 -2.01001 1.57217
H 0.92809 0.55457 1.97993
H 1.67548 -0.92354 2.58659
H -0.21839 1.63867 -2.22452
H -0.64071 2.07325 -0.65244
H -1.74525 -0.23598 -1.50499
H 0.04386 -0.73369 -1.99029
```

Computed properties:
energy	-702.0270	hartree
total charge	+1
orbital gap	8.4414	eV
HOMO level	-13.72	eV
max |F|	5.2	eV Å⁻¹

---

# 9
Molecular formula: C5H7N3
Method: DFT, ωB97M-V with the def2-TZVPD basis set

The geometry in XYZ format:
```
15
Properties=species:S:1:pos:R:3
C 2.68740 -0.12969 0.22109
C 0.67931 1.34153 0.38492
C 1.58400 0.41800 0.37311
C -0.75986 0.93837 0.90639
C -1.17278 -0.31100 0.04701
N 3.71141 -0.79842 0.12872
N -1.09942 -1.61102 0.63288
N -1.34315 -2.61442 0.02023
H 0.78346 2.37548 0.10286
H -0.53767 0.50597 1.95412
H -1.34335 1.89880 0.85486
H -2.10066 0.05486 -0.33532
H -0.35675 -0.25465 -0.81487
H -1.58964 -2.54057 -0.98904
H 3.80330 -1.71665 0.60024
```

Computed properties:
energy	-358.7907	hartree
orbital gap	8.6932	eV
SMILES string	[H]/N=N\CCC=C=C=N
HOMO level	-8.78	eV
max |F|	4.4	eV Å⁻¹

---

# 10
Molecular formula: C5H7N3
Method: DFT, ωB97M-V with the def2-TZVPD basis set

The geometry in XYZ format:
```
15
Properties=species:S:1:pos:R:3
C 0.07559 1.22544 1.28406
C -0.26253 2.83549 -0.03138
C -0.08288 0.65509 0.09532
C 0.06360 -1.56151 -0.64035
C -0.08524 -2.34632 0.60698
N -0.04848 2.62251 1.19543
N 0.37018 -1.47882 -1.82858
N -0.30043 1.69326 -0.80128
H 0.28019 0.87830 2.20830
H -0.33843 3.89276 -0.30197
H -0.57130 -3.35006 0.27312
H -0.59617 -1.84905 1.29356
H 1.03953 -2.53068 0.93970
H 0.69478 -2.14421 -2.50319
H -0.23842 1.45779 -1.78971
```

Computed properties:
energy	-358.8307	hartree
orbital gap	8.6509	eV
HOMO level	-8.20	eV
max |F|	7.0	eV Å⁻¹

---

# 11
Molecular formula: C5H7N3
Method: DFT, ωB97M-V with the def2-TZVPD basis set

The geometry in XYZ format:
```
15
Properties=species:S:1:pos:R:3
C 0.15343 -1.19971 1.54930
N -0.68601 -0.24924 0.85247
C -0.73777 -0.23958 -0.45081
C 1.05019 2.01568 0.20004
C -1.77033 -0.11321 -1.30782
N 0.54108 1.67355 1.21297
C 0.70333 -0.17461 -1.19683
N 1.51908 -0.89517 -1.64506
H 0.40690 -0.79382 2.52711
H -0.42747 -2.11751 1.69737
H 1.06623 -1.46911 1.00441
H 1.70253 2.76770 -0.21801
H 0.86042 1.05096 -0.90122
H -1.60693 0.06445 -2.36061
H -2.77468 -0.32037 -0.96330
```

Computed properties:
energy	-358.7549	hartree
orbital gap (spin up / spin down)	7.4082 / 7.4462	eV
HOMO level (spin up / spin down)	-8.63 / -8.83	eV
max |F|	1.1	eV Å⁻¹

---

# 12
Molecular formula: C5H7N3
Method: DFT, ωB97M-V with the def2-TZVPD basis set

The geometry in XYZ format:
```
15
Properties=species:S:1:pos:R:3
C -0.76398 1.89190 -1.02819
C -0.89617 0.20539 0.59752
C 1.73352 -0.59823 -0.39580
C 1.15099 -1.70190 -0.03559
C 0.65655 -2.82252 0.43923
H -0.85322 2.04661 -2.34144
H -0.03963 2.75049 -0.63388
H -1.89440 1.91381 -0.89724
H -2.04103 -0.18035 0.33298
H -1.31586 -0.31518 2.53264
H 2.88233 -0.64239 -0.69294
H 0.60274 -3.97106 1.08664
N -0.10352 0.66171 -0.40984
N -0.44472 0.18624 1.90205
N 1.32641 0.57548 -0.45613
```

Computed properties:
energy	-358.6807	hartree
orbital gap	8.3508	eV
SMILES string	[H]/N=C/N(C)/N=C\C#C
HOMO level	-8.53	eV
max |F|	14.7	eV Å⁻¹